Entry from the OMol25 dataset: the molecule C4H3BrS in a non-equilibrium geometry (ωB97M-V/def2-TZVPD).

```
9
Properties=species:S:1:pos:R:3:forces:R:3:nbo_charge:R:1
Br 2.74111 -0.18285 0.01463 2.1 -0.6 0.0 0.128
C 0.96196 0.04729 -0.02562 -4.3 -1.7 0.5 -0.198
C -0.18035 -1.14270 -0.00652 2.8 6.2 -0.1 -0.220
C -1.36517 -0.49389 0.01969 2.6 0.2 -0.3 -0.392
S -1.31394 1.22258 -0.00361 0.0 -0.2 0.3 0.419
C 0.40879 1.27202 0.03894 -0.9 0.2 -0.1 -0.442
H 0.22590 -2.08378 -0.11239 -0.1 -2.1 0.0 0.230
H -2.27918 -0.92093 -0.06818 -2.7 -1.3 -0.1 0.225
H 0.80088 2.28227 0.14306 0.5 -0.6 -0.2 0.250
```
Forces are in eV/Å.

energy above the lowest of the compared OMol25 structures with the same formula, charge and spin	19.6	kcal per mole
E	-85072.9504	eV
SMILES	Brc1ccsc1
gap between HOMO and LUMO	9.5	eV
HOMO level	-8.71	eV